# 1
ORCA calculation (wB97M-V/def2-TZVPD) on a structure of composition C28H41N4O3PRhS2 at a distorted geometry.

XYZ file:
```
80
C28H41N4O3PRhS2 | OMol25 | wB97M-V/def2-TZVPD
H -3.02 -6.06 -0.07
C 2.00 -0.69 3.43
C 1.31 -1.65 4.15
N 0.48 -0.93 1.62
H -0.92 3.90 -4.59
H 0.00 3.93 1.96
C 0.22 4.02 0.90
H -6.99 -3.22 -1.40
H -2.81 -5.55 -3.79
H -7.47 -1.77 -0.51
H -3.67 -4.11 -3.22
H -0.36 -3.02 4.09
C 2.78 -2.54 -2.38
C 2.26 0.65 1.31
C 0.20 -2.25 3.58
C 1.57 -0.36 2.16
S -2.36 -0.90 -0.29
H 2.04 2.30 -0.59
H 1.39 3.15 -4.08
P -3.11 -2.82 -0.27
N -0.28 0.95 -2.19
H 3.85 -2.61 -2.32
N 2.09 0.29 -0.10
H 3.31 0.77 1.58
C -5.42 -1.79 -1.09
H 2.84 1.76 -3.04
C 0.75 1.61 -2.75
N 0.76 -1.68 -1.45
C -3.31 -5.86 -1.10
C -6.68 -2.50 -0.65
O -0.27 1.70 0.68
H -2.30 4.17 -0.33
H -4.59 -0.73 -2.77
H -0.29 3.02 -0.92
H 3.61 1.53 -0.88
H 1.64 -1.93 5.14
H 2.57 -3.83 -4.07
C -0.20 -1.85 2.32
C 2.52 1.39 -0.96
C -2.71 -4.63 -3.22
H -3.38 -6.80 -1.64
H -1.01 -2.25 -2.33
H -0.05 5.02 0.55
H -2.33 0.75 -2.06
H 1.74 1.60 1.46
H 2.87 -0.20 3.85
C -2.07 3.25 0.21
H -1.32 -5.43 -1.79
H -2.83 2.64 -3.58
O -4.35 -2.78 -1.25
O -2.07 -3.71 -1.06
H -4.30 -5.39 -1.09
C 2.15 1.18 -2.43
C 2.09 -1.76 -1.46
H 0.09 -3.62 -4.11
H -2.38 3.36 1.25
C 2.79 -0.98 -0.39
H 2.78 -1.59 0.51
H 1.29 3.88 0.75
H -2.64 2.43 -0.23
C -1.53 1.32 -2.51
S -3.53 -3.44 1.52
H -6.51 -3.02 0.29
C -5.57 -1.07 -2.42
Rh -0.17 -0.05 -0.24
H -1.97 -4.00 -3.70
C -0.75 3.06 -3.93
H 3.83 -0.79 -0.66
H -6.00 -1.74 -3.17
C 0.68 -3.11 -3.35
C 0.54 2.65 -3.63
H -6.22 -0.20 -2.30
C -1.81 2.37 -3.37
C 2.06 -3.22 -3.34
H -1.07 -2.28 1.84
C -0.58 2.96 0.14
H 2.28 0.14 -2.70
C 0.06 -2.34 -2.38
H -5.11 -1.07 -0.33
C -2.31 -4.96 -1.79
```

As for the multiplicity: 1. The value obtained for the energy above the lowest of the compared OMol25 structures with the same formula, charge and spin is 21.3 kcal/mol. The charge is +1. The maximum force comes out at 4.05 eV/Å. The total energy is -75770.2491 eV.

---

# 2
ORCA calculation (wB97M-V/def2-TZVPD) on a structure of composition C28H41N4O3PRhS2.

XYZ file:
```
80
C28H41N4O3PRhS2 | OMol25 | wB97M-V/def2-TZVPD
H 1.78 -4.00 0.89
H -1.52 0.44 4.54
H -2.23 -1.66 -5.27
H -6.36 -1.48 -2.70
H -0.01 -3.34 -4.61
H 0.43 -1.41 -5.64
H -1.99 -0.03 -4.62
N 1.02 0.52 -2.19
H 4.49 2.16 -1.96
H 2.61 -0.23 4.37
C -2.01 -1.09 -4.36
N -0.67 -1.47 -3.85
H 2.55 3.06 -0.63
C -3.44 -1.77 -1.05
H 4.09 0.23 -3.49
C 1.78 -1.01 -4.00
H 3.65 -0.52 2.98
H -1.99 1.73 5.67
H 0.73 4.09 4.60
H -3.01 -1.94 -0.07
C 1.20 -4.87 -1.00
C -3.05 -1.34 -3.29
C -1.15 1.24 5.18
C 1.23 1.58 -1.39
H 0.40 1.93 -0.80
P 1.48 1.86 2.43
Rh -0.70 -0.61 -1.96
H -0.95 2.61 3.53
C -0.36 2.25 4.37
O 3.00 2.12 2.82
C -2.41 0.57 1.21
H 4.84 1.62 3.43
N -2.59 -1.56 -2.05
C 0.10 3.43 5.20
N 0.23 -2.35 -1.56
C 0.12 -3.34 -2.47
C 0.81 -2.60 -0.38
H 0.18 0.15 -4.84
H -4.04 2.24 0.10
H -3.16 2.52 -1.40
H 2.71 2.00 5.57
C 3.51 1.71 -2.03
H 4.45 1.84 5.84
C 3.69 2.19 5.14
C 3.83 1.46 3.82
C -4.81 -1.77 -1.25
C -1.97 1.53 0.11
O -1.55 0.80 -1.03
H -4.76 -1.12 -4.57
C 2.04 0.06 -2.95
H 1.95 -2.01 -3.59
H 0.66 3.10 6.07
H 0.49 -5.37 -2.97
H -1.79 -0.33 1.18
S 0.81 3.51 1.61
H 1.58 -5.86 -0.78
C 0.42 -0.90 -4.67
H 4.35 -0.45 4.61
H -2.84 3.52 0.01
H 2.53 -0.88 -4.78
C -3.07 2.51 -0.32
C 2.46 2.22 -1.31
H -1.56 -3.38 -3.77
H 3.82 3.26 5.00
C 0.59 -4.61 -2.22
S 1.34 0.20 1.32
C 3.59 -0.03 3.95
H -0.76 4.00 5.54
C 3.29 0.62 -2.87
H -5.47 -1.94 -0.41
C -4.41 -1.31 -3.56
H 0.87 -1.77 0.32
H -3.47 0.32 1.14
C -5.30 -1.52 -2.52
C 1.31 -3.85 -0.07
O 0.78 1.54 3.84
H -1.12 2.11 0.48
C -0.56 -2.95 -3.75
H -0.51 0.80 5.95
H -2.23 1.03 2.19
```

As for the multiplicity: 1. The value obtained for the energy above the lowest of the compared OMol25 structures with the same formula, charge and spin is 66.0 kcal/mol. The charge is +1. The maximum force comes out at 0.80 eV/Å. The total energy is -75768.3118 eV.

---

# 3
ORCA calculation (wB97M-V/def2-TZVPD) on the molecule C28H41N5O6.

XYZ file:
```
80
C28H41N5O6 | OMol25 | wB97M-V/def2-TZVPD
H -0.26 0.54 1.94
H -0.05 -4.85 -1.54
C -5.65 0.69 -2.51
H 6.62 -0.63 -4.15
N 4.49 1.80 0.31
H 7.14 -2.02 -2.08
C -2.01 -5.63 -1.20
H -2.27 1.76 0.34
C 6.28 0.17 -3.50
O -3.82 4.06 -1.19
H 4.08 -1.71 -1.61
C 3.73 1.96 1.53
H -0.06 4.33 2.77
H 0.62 -2.05 4.55
C -3.47 2.95 -0.79
O -2.56 -1.94 2.29
H 7.61 -0.55 -1.20
H 2.24 3.57 3.11
C 4.74 0.58 -0.23
C -0.87 -4.69 -0.82
C -4.14 1.74 -1.31
C 6.78 -1.21 -1.46
H 0.02 -6.05 0.60
H -3.99 -2.05 -1.13
C -1.81 -2.15 1.37
C -1.72 3.78 0.69
H -1.31 -0.11 3.20
C -1.27 -3.21 -0.95
H 0.49 -4.36 0.82
C 1.71 3.28 2.22
H 4.64 2.60 -0.28
C 0.33 2.53 -0.05
O 4.50 -0.47 0.33
H 4.80 -2.13 -3.17
H 7.12 0.82 -3.26
H -2.41 -5.38 -2.19
C -0.34 -5.02 0.57
O 5.29 0.73 -1.45
H -1.66 -6.65 -1.23
H 5.52 0.76 -4.01
C 5.70 -0.42 -2.21
C 0.21 -1.48 2.52
H -5.53 2.83 -2.42
H -0.20 2.23 -0.94
C 0.03 -2.42 3.72
N -2.52 2.73 0.11
H 2.30 -1.07 2.88
O -2.09 0.05 0.20
N -4.94 -0.26 -1.96
H 2.09 1.44 -0.58
C 1.62 2.09 0.15
C 0.41 3.70 2.03
N -3.21 -1.75 -0.55
H 4.26 2.64 2.20
N -5.20 1.91 -2.16
H -2.98 -3.59 0.34
H -1.11 -4.90 1.32
H 0.37 -3.42 3.46
H -2.15 4.09 1.66
C 2.33 2.46 1.29
C -2.34 -2.75 0.04
H 2.01 -2.44 1.80
C -0.30 3.33 0.89
C -3.01 -0.44 -0.45
C -3.99 0.36 -1.20
C -0.29 -0.07 2.84
O -0.50 -2.02 1.37
C 4.50 -1.31 -2.53
H -0.39 -2.58 -0.83
H 1.78 -0.79 1.21
H 3.73 -0.73 -3.04
H -6.48 0.52 -3.17
C 1.67 -1.44 2.07
H -1.77 4.64 0.02
H -2.82 -5.57 -0.48
H 3.70 0.97 1.99
H -1.66 -3.05 -1.96
H -1.01 -2.46 4.01
H 6.36 -1.62 -0.54
H 0.34 0.38 3.60
```

As for the multiplicity: 1. The value obtained for the energy above the lowest of the compared OMol25 structures with the same formula, charge and spin is 11.5 kcal/mol. The maximum force comes out at 0.96 eV/Å. The total energy is -49441.1245 eV. Its SMILES is CC(C)C[C@H](NC(=O)c1nc[nH]c1C(=O)NCc1ccc(CNC(=O)OC(C)(C)C)cc1)C(=O)OC(C)(C)C.

---

# 4
ORCA calculation (wB97M-V/def2-TZVPD) on a cluster of 6 separate species, C28H42IN2O18PS in total.

XYZ file:
```
93
C28H42IN2O18PS | OMol25 | wB97M-V/def2-TZVPD
H 6.74 1.14 -0.28
O 6.91 3.90 0.25
H -3.97 2.12 -1.43
P -1.02 -0.83 -4.31
O 2.87 -5.78 0.16
C -4.82 1.67 0.51
H -6.37 0.57 -0.58
S 0.25 1.71 -0.07
O 7.13 2.68 -1.60
O 5.27 -1.62 2.41
H -0.56 6.85 -3.76
C 4.13 -0.76 2.37
H 5.54 -5.14 -0.44
H -2.76 0.89 -2.87
C -3.00 -0.11 -2.51
C 1.72 -1.83 5.23
H -4.36 1.54 1.50
C -1.78 4.01 -3.34
H -2.96 -0.51 -5.22
O 3.09 -6.15 2.37
O 8.50 4.44 -1.25
H 2.73 -3.94 -0.75
C -5.99 -0.46 1.30
C -3.80 1.42 -0.61
O -0.42 2.95 0.20
C 5.77 3.03 0.21
H 3.46 0.34 0.61
O 1.69 1.65 -0.07
C -1.71 -0.96 -2.52
O -1.95 4.48 -2.10
C -3.69 -0.02 -1.12
H 5.05 -3.45 -0.22
H 4.38 0.19 2.85
C -6.65 -2.85 0.63
O 4.48 -4.75 1.29
C 0.26 -0.19 4.65
O -1.33 4.97 -4.17
H -5.69 -3.05 1.10
O 7.00 -1.97 1.00
H -2.82 1.69 -0.21
H -6.03 -0.12 2.34
C -6.10 0.82 0.45
H 2.03 -2.78 4.81
N -2.38 -3.43 -1.98
H -7.34 -3.63 0.93
C 0.56 -1.23 -1.42
O -2.35 -1.26 -5.14
C 7.61 3.74 -0.90
H 5.40 1.56 -1.36
O 1.29 -0.94 4.19
C -0.31 1.04 -1.65
C -2.08 -2.34 -2.22
H 3.30 -1.22 2.91
H -3.70 -0.55 -3.21
H -7.79 -1.04 0.26
H -4.67 -0.47 -1.24
H -5.03 -0.92 1.10
H 2.55 -1.37 5.76
O -0.17 -0.67 5.84
H 0.53 1.16 -2.33
H -1.14 -0.60 -0.50
H 3.22 -1.41 0.50
C 3.45 -5.62 1.37
C -1.37 5.79 -2.02
H -5.11 2.72 0.46
C 5.93 -1.50 1.23
H 4.91 3.60 -0.14
H -3.16 -0.63 -0.39
H -1.14 1.65 -1.99
H -7.75 -1.56 1.94
C -1.40 6.22 -3.47
C -0.68 -0.45 -1.48
C -7.14 -1.45 1.04
H 3.49 -5.20 -1.73
H -6.53 -2.93 -0.45
H -1.95 6.42 -1.36
C 0.47 -1.92 6.09
N 1.52 -1.85 -1.35
C 3.87 -0.62 0.89
C 6.21 1.96 -0.77
H 5.56 2.65 1.21
H -6.91 1.42 0.88
H -0.36 5.69 -1.63
H -2.33 6.72 -3.74
O -2.00 2.88 -3.66
O 5.19 -0.80 0.34
O -0.21 0.74 4.09
C 3.40 -4.80 -0.73
H -0.19 0.79 0.83
I 0.25 -2.86 -4.63
C 4.74 -4.48 -0.09
H 0.69 -2.04 7.15
H -0.19 -2.72 5.77
```

As for the multiplicity: 1. The maximum force comes out at 0.81 eV/Å. The total energy is -97776.8347 eV. Its SMILES is CCCCCCCC[C@](C#N)([C@@H](C#N)C[SH](=O)=O)P(O)I.O=C1OCCO1.O=C1OCCO1.O=C1OCCO1.O=C1OCCO1.O=C1OCCO1.

---

# 5
ORCA calculation (wB97M-V/def2-TZVPD) on a structure of composition C28H42N2O2P2STc at a distorted geometry.

XYZ file:
```
78
C28H42N2O2P2STc | OMol25 | wB97M-V/def2-TZVPD
H 2.86 2.58 -3.49
H -1.43 0.83 5.34
H 0.24 4.48 -3.01
H -3.13 5.58 -0.35
C 2.31 -3.28 0.37
H -2.17 -1.09 1.40
N -1.34 -1.66 1.25
H -2.67 0.05 -2.44
H 1.35 2.57 -4.39
C 5.02 -0.18 0.74
H 3.36 -3.87 2.78
C -1.37 -2.96 -1.40
C -1.50 2.67 -4.41
C 0.93 4.17 -2.23
H 5.96 0.14 1.20
C -0.10 0.81 2.20
H 2.31 -0.74 4.04
C -2.09 4.54 1.22
H 1.89 4.65 -2.43
H -0.88 -3.70 1.08
C -1.31 2.75 -0.72
H -2.01 2.35 -5.32
C -2.51 4.74 -0.08
C -1.39 1.48 -3.46
H -2.09 3.48 -3.98
H -3.30 0.62 -3.99
H -3.36 1.68 -2.58
H -3.27 -2.54 -0.44
H -2.78 -4.25 -0.45
H 4.10 -0.17 2.68
C 3.87 0.20 1.67
Tc -0.40 -0.24 -0.49
H 3.38 -2.28 3.52
H 3.21 -3.14 -0.22
H 4.40 -2.62 2.12
C 3.43 -2.80 2.57
H 1.45 -3.11 -0.28
H 4.63 2.20 1.94
N -0.40 1.20 0.89
H -1.97 1.41 3.03
C -2.43 -3.23 -0.33
H 4.92 0.32 -0.22
C 0.52 0.07 4.86
H 1.75 2.39 -1.36
H 2.97 2.01 2.51
H 0.56 4.54 -1.28
C -1.03 2.45 0.63
O -0.83 -3.86 -2.00
H 1.90 1.11 -3.56
H 1.34 -2.58 2.14
C -2.07 3.86 -1.06
C -1.00 1.00 3.26
H -0.83 0.69 -3.98
C -1.34 3.42 1.57
C -2.76 0.92 -3.09
C 1.08 0.09 2.49
H 3.31 2.10 0.77
H -0.81 -1.59 2.11
C 1.38 -0.23 3.82
P -0.42 1.68 -1.90
H -2.46 -3.37 1.82
C -1.77 -3.06 1.03
C 1.61 -0.37 -0.40
C 3.67 1.72 1.73
P 2.24 -0.58 1.27
H -1.00 3.33 2.59
C 1.85 2.19 -3.49
C 2.29 -2.41 1.63
H 2.27 -4.33 0.67
C -0.70 0.65 4.56
H 5.07 -1.25 0.55
O -1.07 -1.69 -1.54
H -2.28 4.07 -2.10
S 2.62 -0.68 -1.65
H 0.79 -0.17 5.88
H -2.34 5.26 1.98
C 1.13 2.65 -2.22
H -0.53 3.07 -4.70
```

As for the multiplicity: 1. The value obtained for the energy above the lowest of the compared OMol25 structures with the same formula, charge and spin is 8.3 kcal/mol. The charge is +1. The maximum force comes out at 2.30 eV/Å. The total energy is -68399.8574 eV.

---

# 6
ORCA calculation (wB97M-V/def2-TZVPD) on a structure of composition C28H42N2S2SbSi3Tl.

XYZ file:
```
79
C28H42N2S2SbSi3Tl | OMol25 | wB97M-V/def2-TZVPD
C 2.55 -2.80 -0.68
N -0.22 2.99 0.49
H 5.05 1.79 -3.58
H -2.45 -4.06 3.26
H 4.14 -0.58 3.44
C -2.02 2.00 1.70
C -0.10 3.90 1.45
H -0.94 -4.74 -0.20
C 3.33 0.92 2.12
C -1.16 2.03 0.59
H 2.23 -2.08 -1.43
H 3.32 -2.33 -0.08
C 4.33 2.44 -4.06
C -1.28 1.12 -0.57
C 1.35 -0.91 1.54
H -2.78 1.24 1.76
C 2.37 -1.24 2.45
H 2.59 -4.26 2.22
H -2.70 -0.72 2.52
H -3.76 0.85 -3.73
H -0.54 -3.15 4.95
H -0.42 -3.81 -1.61
H -2.78 -0.46 -3.08
H -1.31 -0.04 3.38
S 0.39 3.49 -3.71
C -0.90 3.93 2.57
H -0.76 4.69 3.33
H -3.89 3.62 -2.31
H -4.49 0.07 -0.23
H -3.18 -1.71 0.58
H -1.33 -4.75 2.11
H 0.48 -5.24 -1.12
H -2.36 -1.21 4.18
H 2.27 2.11 0.69
H 4.06 4.65 -6.60
H -2.64 -3.72 1.55
C 3.78 4.04 -5.75
C -0.07 -4.37 -0.74
H 2.21 -5.48 1.02
C -1.91 -3.86 2.34
H 4.08 1.67 2.32
H -2.55 -3.01 -0.45
H 1.02 -5.07 2.24
Si -2.87 1.52 -1.53
C 0.26 -1.88 1.16
C -2.95 3.37 -1.81
C -1.88 2.95 2.69
C 0.18 -2.81 4.19
H -2.00 0.95 -3.80
Sb -0.75 -1.02 -0.63
C 1.79 -4.65 1.59
S 2.72 1.42 -2.17
H 0.89 -3.63 4.04
H -2.93 3.90 -0.85
H -4.58 1.76 0.26
C 3.36 -0.33 2.74
H 2.38 -2.22 2.91
H -2.14 3.77 -2.42
C 4.71 3.21 -5.14
Tl 0.36 1.93 -1.82
C -2.84 0.62 -3.18
C 2.31 1.16 1.22
Si -0.82 -2.36 2.66
C -1.90 -0.95 3.22
N 1.35 0.28 0.93
C -4.44 1.09 -0.59
H 1.76 4.72 -5.75
H -3.32 -1.62 -1.19
C 3.02 2.47 -3.56
H 0.71 -1.96 4.60
H -2.54 2.93 3.55
H 5.73 3.16 -5.50
H 3.00 -3.65 -1.21
C 2.49 4.08 -5.28
H 0.68 4.65 1.30
C 2.08 3.30 -4.18
Si 1.11 -3.41 0.36
C -2.69 -1.94 -0.37
H -5.29 1.25 -1.27
```

As for the multiplicity: 1. The value obtained for the energy above the lowest of the compared OMol25 structures with the same formula, charge and spin is 0.0 kcal/mol. The maximum force comes out at 0.19 eV/Å. The total energy is -89235.6245 eV.